(1)
C2H2Cl2S | ωB97M-V/def2-TZVPD

The geometry in XYZ format:
```
7
Properties=species:S:1:pos:R:3:forces:R:3
Cl -2.060176 0.387007 0.046631 -0.810 -0.080 0.665
Cl 2.058372 0.393862 -0.043676 1.519 0.416 -0.419
S -0.012697 -1.942107 -0.005026 0.363 0.852 -0.044
C 0.609160 -0.264403 0.472715 -2.702 -1.225 -0.735
C -0.553289 -0.312528 -0.474477 0.413 -0.097 1.749
H 0.236246 0.064790 1.404541 0.336 0.096 1.238
H -0.421221 0.155714 -1.378810 0.880 0.038 -2.454
```
Forces are in eV/Å.

## Properties
Spin multiplicity: 1
Total energy (hartree): -1395.94084
Gap between HOMO and LUMO (eV): 10.44
Largest force on an atom (eV/Å): 3.1
Highest occupied orbital energy (eV): -9.91


(2)
C5H11NO | ωB97M-V/def2-TZVPD

The geometry in XYZ format:
```
18
Properties=species:S:1:pos:R:3:forces:R:3
O 1.754378 -0.428250 -2.338133 0.160 0.025 -0.220
N -0.739290 -0.789219 -0.412726 0.521 -0.493 -0.423
C -0.610542 0.515720 0.055693 0.409 0.700 0.570
C 0.809392 0.849391 0.474512 -0.700 0.193 -0.762
C -1.617594 1.377245 0.140368 -0.609 -0.817 0.046
C -1.338748 -1.708810 0.206229 -0.004 0.949 -0.183
C 1.084320 0.389012 1.910057 0.323 0.814 -0.478
H -1.295473 -2.688050 -0.252991 -0.389 -0.256 0.321
H 2.088910 -1.105855 -1.741361 -0.135 -0.008 -0.085
H 0.249914 0.644968 2.559572 -0.125 -0.109 -0.006
H 0.946624 1.928200 0.372805 -0.174 0.049 0.323
H -1.887601 -1.447733 1.117669 0.028 -0.586 0.100
H -1.481595 2.411876 0.395091 0.072 0.141 0.138
H -2.622354 0.977659 0.014428 0.033 0.409 -0.314
H 1.321666 -0.662539 1.996440 0.030 -0.225 0.019
H 1.464099 0.452197 -0.300943 0.295 -0.254 0.490
H 1.923146 0.998544 2.236993 0.280 -0.317 0.360
H 0.803367 -0.401141 -2.175667 -0.016 -0.215 0.104
```
Forces are in eV/Å.

## Properties
Spin multiplicity: 1
Total energy (hartree): -327.05323
Gap between HOMO and LUMO (eV): 10.02
Largest force on an atom (eV/Å): 1.1
Highest occupied orbital energy (eV): -9.10


(3)
C22H30BiI2N2O4RuS2 | ωB97M-V/def2-TZVPD

The geometry in XYZ format:
```
64
Properties=species:S:1:pos:R:3:forces:R:3
Bi 0.523511 2.576805 -2.750428 -2.322 0.896 -0.124
I 0.684652 -2.148527 -4.661548 0.249 0.125 0.633
I -0.436321 -3.745913 -1.365115 -0.303 0.131 -0.086
Ru 0.465747 0.469584 -1.552605 -2.086 -4.416 -0.036
S 1.720892 -1.213977 -2.649667 -0.747 1.049 -0.417
S -1.382206 -0.702675 -2.530764 -0.194 -0.133 0.135
O 3.465506 3.221018 -3.817786 -5.885 1.305 1.816
O -2.121571 5.304525 -3.537914 2.318 -1.797 0.871
O 2.587023 0.477328 0.568132 -4.120 0.206 -3.623
O -1.039341 0.779143 0.587386 -0.237 -0.136 1.280
N -1.747789 0.307218 3.916673 1.684 0.127 -0.569
N -0.881565 0.321165 2.885076 0.717 -0.299 -0.120
C -2.978170 0.660496 3.502926 -1.308 0.150 0.412
C -2.913168 0.897428 2.163029 -1.175 0.425 -0.591
C 3.628650 -1.199326 -3.004868 1.319 0.003 -0.102
C 2.309967 -1.499056 3.653070 0.047 0.287 -0.422
C -3.852836 -0.437086 -3.472756 0.320 -0.248 -0.293
C 3.159938 -0.422744 3.954687 -0.396 0.196 0.031
C 2.701077 0.892470 3.783377 -0.203 -0.286 -0.429
C 4.063842 -2.563430 -2.468072 -0.611 -0.127 0.044
C -4.101319 0.777653 4.475520 -0.618 0.222 0.055
C 3.815697 -1.176679 -4.513843 -0.274 -0.290 -0.045
C 4.268916 -0.032285 -2.273161 -0.144 0.793 0.607
C -1.294939 0.065923 5.274612 -0.005 -0.394 0.532
C 1.746360 0.538500 -0.258133 6.277 0.559 4.883
C -3.693433 -1.254040 -1.103234 0.190 -0.378 0.189
C -1.573217 0.693986 1.714342 1.204 -0.255 -0.510
C 0.521586 0.055767 3.079984 1.488 -0.299 0.220
C -3.137046 -0.276660 -2.126302 -0.889 0.687 0.059
C 2.359373 3.373708 -3.451956 8.519 -0.382 -2.746
C 1.396855 1.125451 3.323648 -0.292 -0.047 0.337
C -3.209582 1.156061 -1.626535 0.435 0.686 0.485
C -1.258862 4.627916 -3.231743 -2.607 2.312 -1.071
C 1.012520 -1.262906 3.173480 -0.303 0.074 0.228
H -4.225471 1.516208 -1.435564 -0.093 -0.428 -0.217
H -2.657409 1.275745 -0.684858 -0.182 -0.029 -0.431
H 5.353205 0.043838 -2.455628 -0.354 -0.454 -0.260
H -3.678274 -2.261071 -1.525900 -0.074 -0.010 0.219
H 3.350802 -0.311480 -4.993043 0.156 -0.037 -0.021
H -3.102923 -1.238056 -0.183491 -0.044 -0.068 0.001
H -4.305430 -0.141830 5.044258 0.279 0.158 -0.251
H -2.071565 -0.537099 5.759105 0.240 0.170 0.035
H 3.358483 1.740608 3.982024 -0.219 -0.275 -0.005
H -5.029996 1.030502 3.948789 0.304 -0.056 0.067
H -1.176148 1.022101 5.813362 -0.066 -0.269 -0.270
H -0.342710 -0.481297 5.244262 -0.434 0.264 0.088
H 2.680306 -2.523040 3.766716 -0.260 0.391 -0.057
H -3.919838 1.585999 5.201653 0.078 -0.236 -0.215
H -3.849559 -1.493974 -3.753513 0.001 0.156 -0.196
H -4.732670 -1.007504 -0.844331 0.247 0.063 -0.258
H 4.885991 -1.216136 -4.774309 -0.311 0.114 0.296
H -4.898228 -0.112166 -3.444227 0.177 0.054 0.311
H 5.155235 -2.670081 -2.565329 -0.370 0.047 0.040
H 3.867857 0.952115 -2.560766 -0.026 -0.359 -0.136
H 3.354174 -2.101948 -4.884209 0.449 0.443 -0.325
H 3.561978 -3.311211 -3.098103 0.391 -0.157 0.300
H -3.736471 1.217563 1.540004 0.074 -0.061 0.074
H -3.339012 0.153341 -4.237643 -0.198 -0.115 -0.088
H 4.177217 -0.093045 -1.182413 -0.005 -0.228 -0.258
H 3.745744 -2.720114 -1.426827 0.359 0.056 -0.240
H 4.172458 -0.601969 4.331765 -0.449 0.037 -0.141
H 1.025852 2.140702 3.192519 0.125 -0.081 0.182
H -2.792687 1.858264 -2.356403 0.003 -0.028 -0.101
H 0.358364 -2.101782 2.922617 0.152 0.190 0.222
```
Forces are in eV/Å.

## Properties
Spin multiplicity: 6
<S²>: 8.8336
Total energy (hartree): -2966.29688
Gap between HOMO and LUMO (spin up / spin down) (eV): 5.66 / 4.35
Largest force on an atom (eV/Å): 9.0
Net charge: +4
Highest occupied orbital energy (spin up / spin down) (eV): -19.36 / -19.35


(4)
C4H2O2 | ωB97M-V/def2-TZVPD

The geometry in XYZ format:
```
8
Properties=species:S:1:pos:R:3:forces:R:3
O 2.632526 0.271661 0.368188 1.036 0.745 -0.072
O -1.642767 0.485552 0.483107 0.986 -0.663 0.334
C 0.386998 0.392185 -0.831158 1.016 -1.891 1.754
C 1.526576 0.129487 0.022737 -2.221 -1.514 -0.375
C -0.830177 -0.324775 -0.329878 -1.352 -0.019 -1.525
C 0.412075 -0.863066 0.255693 -0.104 2.140 -1.676
H -1.486464 -0.913630 -1.115314 1.613 1.186 1.882
H -0.998769 0.822589 1.146625 -0.974 0.017 -0.321
```
Forces are in eV/Å.

## Properties
Spin multiplicity: 1
Total energy (hartree): -303.90846
Gap between HOMO and LUMO (eV): 9.74
Largest force on an atom (eV/Å): 2.8
Highest occupied orbital energy (eV): -10.68